Entry 1:
76
Properties=species:S:1:pos:R:3:mulliken_spin:R:1 method="wB97M-V/def2-TZVPD" homo_ev="-3.3 / -5.7" total_charge=-1 e_above_lowest_kj_mol=92.67 fmax_ev_per_a=3.28 multiplicity=2
Cl -23.89 -4.29 -24.73 0.00
Cl -26.55 -4.97 -29.11 0.00
Cl -16.13 -7.01 -20.19 0.00
Cl -21.60 -11.41 -25.07 0.00
Cl -25.05 -2.30 -29.82 0.00
Cl -16.09 -8.39 -23.25 0.00
Cl -17.72 -11.26 -23.23 0.00
Cl -24.18 -6.99 -34.35 0.00
Cl -19.91 -13.52 -28.75 0.00
Cl -22.60 -14.92 -28.75 0.00
Cl -22.86 -7.63 -31.64 0.00
Cl -24.58 -8.13 -26.25 0.00
O -15.40 -2.93 -25.66 0.00
O -17.62 -4.31 -27.14 0.00
O -14.89 -7.70 -28.49 0.00
O -22.61 -7.04 -28.75 0.20
O -20.71 -9.12 -28.84 0.02
O -12.92 -6.93 -26.54 0.00
O -18.36 -6.95 -25.23 0.20
O -20.29 -4.86 -25.25 0.02
C -13.87 -6.17 -26.79 0.00
C -16.43 -4.63 -27.16 -0.01
C -23.87 -6.11 -24.56 0.00
C -21.63 -7.00 -27.99 0.18
C -16.02 -6.60 -22.87 -0.01
C -21.45 -12.63 -28.91 0.00
C -21.37 -5.89 -27.09 -0.01
C -19.34 -7.00 -26.04 0.23
C -14.09 -4.87 -26.13 0.00
C -22.46 -13.30 -28.11 0.00
C -20.54 -8.09 -27.93 0.16
C -20.41 -5.91 -26.13 0.10
C -16.14 -5.84 -27.93 0.01
C -24.11 -3.58 -29.07 0.00
C -24.76 -6.13 -32.89 0.00
C -25.13 -6.74 -25.26 0.00
C -25.01 -4.48 -28.27 0.00
C -16.80 -6.25 -21.64 0.00
C -20.25 -11.12 -23.98 0.00
C -18.87 -11.47 -24.61 0.00
C -15.01 -6.50 -27.84 0.00
C -19.49 -8.02 -27.05 -0.08
C -15.30 -4.19 -26.24 0.01
C -24.54 -7.11 -31.77 0.00
H -16.40 -6.11 -23.77 0.01
H -17.84 -6.57 -21.64 0.00
H -23.74 -4.20 -29.88 0.00
H -23.25 -3.25 -28.49 0.00
H -16.87 -6.32 -28.57 0.00
H -25.79 -5.92 -33.19 0.00
H -24.16 -5.22 -32.92 0.00
H -21.29 -11.61 -28.56 0.00
H -25.19 -7.98 -31.65 0.00
H -20.48 -11.74 -23.11 0.00
H -16.25 -2.55 -25.88 0.00
H -21.96 -5.00 -26.93 -0.01
H -18.90 -12.47 -25.06 0.00
H -25.35 -3.86 -27.44 0.00
H -23.39 -12.76 -28.24 0.00
H -19.35 -4.92 -25.06 0.00
H -25.97 -6.89 -24.59 0.00
H -13.31 -4.37 -25.57 0.00
H -24.63 -5.42 -27.87 0.00
H -16.80 -5.17 -21.47 0.00
H -21.56 -8.97 -29.25 -0.01
H -24.85 -6.59 -30.86 0.00
H -25.66 -6.14 -25.99 0.00
H -13.95 -7.88 -28.46 0.00
H -20.34 -10.06 -23.74 0.00
H -22.22 -13.27 -27.05 0.00
H -21.70 -12.54 -29.96 0.00
H -14.99 -6.25 -22.84 0.00
H -18.78 -8.83 -27.15 -0.01
H -18.80 -10.63 -25.30 0.00
H -23.90 -6.33 -23.49 0.00
H -22.86 -6.44 -24.78 0.01


Entry 2:
65
Properties=species:S:1:pos:R:3:mulliken_spin:R:1 method="wB97M-V/def2-TZVPD" homo_ev="-3.6 / -4.4" total_charge=-1 fmax_ev_per_a=0.92 multiplicity=6
I 0.69 3.73 0.10 0.04
Fe 0.20 1.07 0.04 3.80
Cl 1.76 2.74 3.98 0.00
Cl 0.32 0.40 2.90 0.01
Si -2.88 2.21 0.75 -0.01
Si 1.21 -2.41 0.68 0.00
N 2.46 0.96 -0.25 0.04
N -1.92 0.80 0.39 0.30
N -0.02 -1.19 0.50 0.28
C 5.09 1.29 -0.99 0.00
C 0.71 -3.67 2.00 0.01
C 2.02 -0.13 -3.73 0.00
C -3.99 -2.12 -0.44 0.05
C -1.27 -1.51 0.16 0.15
C -2.89 3.37 -0.72 0.01
C -4.70 1.93 1.21 0.00
C -0.33 -0.34 -4.17 0.00
C 1.72 0.34 -2.44 -0.08
C -3.64 -0.84 -0.13 0.02
C 3.37 1.38 0.63 -0.01
C 4.15 0.88 -1.91 0.00
C 2.84 -1.73 1.32 0.01
C 4.70 1.55 0.32 0.00
C -1.70 -2.82 -0.18 -0.01
C -2.29 -0.45 0.15 0.13
C -2.20 2.94 2.35 0.01
C 1.64 -3.25 -0.95 0.01
C 0.40 0.46 -1.98 0.16
C -3.01 -3.13 -0.47 0.07
C 0.57 1.47 4.29 0.00
C -0.60 0.12 -2.89 -0.02
C 2.81 0.73 -1.52 0.04
C 0.99 -0.47 -4.60 0.00
H 0.86 -3.92 -1.33 0.00
H 3.40 -1.18 0.57 0.00
H 2.72 -1.09 2.20 0.00
H -3.79 3.20 -1.32 0.00
H -1.64 0.19 -2.58 -0.01
H 0.93 0.87 5.12 0.00
H 1.80 -2.48 -1.71 0.00
H -2.89 4.42 -0.40 0.00
H -1.12 3.05 2.34 0.00
H 1.58 -4.30 2.25 0.00
H -2.49 2.28 3.17 0.00
H -5.35 1.68 0.36 0.00
H -4.39 -0.07 -0.14 -0.01
H 3.00 1.58 1.63 0.00
H 3.44 -2.60 1.62 0.00
H -3.27 -4.15 -0.73 0.01
H -0.96 -3.61 -0.23 -0.01
H 5.40 1.89 1.07 0.00
H 2.56 -3.83 -0.85 0.00
H 0.41 -3.14 2.90 0.00
H -0.11 -4.33 1.72 0.00
H -0.38 1.95 4.52 0.00
H -2.01 3.22 -1.35 0.00
H 1.21 -0.83 -5.59 0.00
H -2.64 3.92 2.53 0.00
H 6.12 1.42 -1.29 0.00
H -4.83 1.17 1.98 0.00
H -5.02 -2.36 -0.67 0.01
H -5.06 2.88 1.62 0.00
H -1.14 -0.59 -4.85 0.00
H 3.04 -0.25 -4.07 0.00
H 4.44 0.70 -2.93 0.00


Entry 3:
65
Properties=species:S:1:pos:R:3:mulliken_charge:R:1 method="wB97M-V/def2-TZVPD" homo_ev="-16.3 / -16.1" total_charge=+3 e_above_lowest_kj_mol=0.00 fmax_ev_per_a=2.01
Os 0.42 0.30 -0.11 3.57
Cl 4.14 -1.51 -2.79 -0.10
Cl 7.16 -0.31 1.43 -0.13
O 1.95 -0.46 -1.08 -0.27
N -3.59 -1.35 -0.39 0.16
N -0.13 -1.35 1.23 -1.11
N -1.10 1.42 1.02 -1.17
N 2.10 0.60 1.31 -0.10
N 0.13 1.80 -1.66 -0.65
C 5.52 -0.86 -0.58 -0.61
C 3.26 0.13 0.76 1.06
C -0.69 -2.07 -1.76 -0.33
C 3.37 1.20 3.26 -1.31
C -1.21 -1.43 2.28 0.37
C 4.28 -0.90 -1.22 0.39
C -2.53 -2.04 1.80 -1.41
C -3.54 -1.12 1.10 0.18
C 3.13 -0.42 -0.55 -0.48
C -1.46 -0.09 2.95 -1.75
C 2.19 1.12 2.54 -0.12
C -0.70 -0.69 -1.52 -0.50
C -2.19 -1.82 -3.64 -0.74
C -1.24 1.59 -2.22 -1.84
C -2.16 -0.44 -3.47 -0.66
C 5.64 -0.34 0.69 0.77
C 1.12 1.62 -2.77 -1.15
C -1.42 0.11 -2.43 1.96
C -2.10 0.91 2.02 0.23
C -3.41 0.38 1.42 -1.42
C -1.43 -2.63 -2.80 -1.26
C 4.50 0.17 1.41 -0.53
C 4.54 0.72 2.69 -0.57
C 0.28 3.22 -1.21 -1.04
H -2.35 -2.94 1.21 0.52
H -2.71 -1.09 -0.87 -0.54
H 5.48 0.78 3.23 0.49
H 0.90 2.34 -3.56 0.47
H 1.05 0.61 -3.16 0.36
H -0.05 -2.74 -1.19 0.56
H -3.73 0.99 0.57 0.43
H 0.25 3.88 -2.08 0.42
H -0.27 -2.14 0.60 0.14
H -1.35 2.16 -3.14 0.58
H -4.34 -0.82 -0.83 0.48
H 3.37 1.64 4.24 0.47
H -2.76 -2.25 -4.45 0.50
H -0.53 3.52 -0.55 0.44
H -3.77 -2.34 -0.60 0.51
H 0.74 -1.56 1.71 0.48
H -2.13 -0.26 3.80 0.56
H -0.54 0.31 3.39 0.34
H 6.39 -1.23 -1.10 0.50
H -3.02 -2.39 2.70 0.41
H -4.17 0.58 2.18 0.44
H -1.96 2.00 -1.51 0.47
H -2.40 1.79 2.60 0.58
H 2.12 1.80 -2.39 0.40
H -4.54 -1.43 1.41 0.43
H -1.39 -3.70 -2.98 0.55
H -0.83 -2.12 3.03 0.55
H 1.24 3.34 -0.71 0.34
H -0.52 2.08 1.55 0.45
H 1.27 1.50 2.97 0.48
H -2.69 0.20 -4.16 0.56
H -1.61 2.02 0.38 0.19


Entry 4:
67
Properties=species:S:1:pos:R:3:mulliken_charge:R:1 method="wB97M-V/def2-TZVPD" homo_ev=-10.9 total_charge=+1 fmax_ev_per_a=2.63
Si -0.49 3.31 0.86 0.57
Si -4.57 3.54 0.76 0.43
F -0.67 -3.81 4.03 -0.23
F 5.41 -5.12 -5.96 -0.24
F -0.18 -5.82 3.31 -0.25
F 1.25 -4.75 4.57 -0.23
F 7.23 -4.11 -5.27 -0.22
F 5.78 -3.04 -6.53 -0.25
O -3.19 2.60 1.25 -0.22
O -1.51 2.50 -0.25 -0.37
N -2.71 1.87 0.12 0.09
C 1.13 -2.61 2.30 -0.81
C -1.93 -0.32 -0.52 -1.19
C 4.77 -4.38 -3.28 -0.94
C 0.35 -4.59 3.55 0.78
C 0.17 2.15 2.17 -0.56
C -4.11 4.58 -0.72 -1.04
C -5.89 2.30 0.36 -1.08
C -4.97 4.64 2.22 -1.04
C 2.10 -2.81 0.05 0.98
C 4.05 -3.96 -2.17 -0.29
C 0.81 3.79 -0.38 -1.02
C 1.98 -4.22 0.18 -0.34
C 3.52 -2.63 -2.05 0.67
C -2.35 0.57 0.60 0.96
C -1.23 4.80 1.68 -0.94
C 5.88 -3.92 -5.49 0.81
C 2.64 -2.10 -1.04 -0.16
C 4.83 -2.12 -4.09 -0.66
C 5.15 -3.47 -4.27 0.32
C 1.46 -4.81 1.32 -1.09
C 1.69 -2.03 1.18 -0.49
C 1.00 -3.99 2.35 0.52
C -2.30 0.21 1.89 -1.44
C 4.06 -1.71 -3.01 -0.80
H -6.13 1.70 1.25 0.28
H 1.65 4.30 0.10 0.34
H 3.85 -0.65 -2.90 0.38
H 1.20 2.91 -0.90 0.23
H 2.54 -1.02 -0.99 0.43
H -2.04 -1.37 -0.21 0.42
H 0.78 -1.99 3.15 0.44
H -0.40 5.43 2.02 0.44
H 0.64 1.25 1.74 -0.31
H -1.83 4.57 2.56 0.21
H -1.83 5.41 1.00 0.26
H 0.40 4.46 -1.15 0.28
H -0.87 -0.13 -0.76 0.11
H 0.94 2.67 2.76 0.49
H -6.80 2.80 0.03 0.39
H -5.15 4.04 3.13 0.30
H -2.55 -0.13 -1.41 0.33
H -2.78 0.90 2.60 0.31
H -5.57 1.60 -0.43 0.28
H -0.60 1.81 2.87 0.34
H -2.10 -0.81 2.16 0.43
H 5.04 -5.42 -3.41 0.44
H 2.27 -4.88 -0.63 0.51
H -5.04 4.92 -1.19 0.47
H -3.53 5.47 -0.45 0.30
H -4.18 5.37 2.42 0.31
H 1.85 -0.95 1.17 0.26
H 3.93 -4.70 -1.37 0.47
H 5.17 -1.40 -4.83 0.45
H 1.39 -5.89 1.42 0.48
H -5.90 5.19 1.99 0.38
H -3.54 4.01 -1.46 0.29


Entry 5:
66
Properties=species:S:1:pos:R:3:mulliken_charge:R:1 method="wB97M-V/def2-TZVPD" smiles="CC(C)NC(=O)NC(=O)CSc1nnc(COc2ccccc2F)n1[C@@H](C)[C@@H]1C[C@H]2CC[C@@H]1C2" homo_ev=-8.8 total_charge=0 e_above_lowest_kj_mol=0.00 fmax_ev_per_a=1.19
S -0.34 0.86 2.20 -0.15
F 5.56 -1.61 -0.10 -0.33
O -3.69 1.64 1.98 -0.73
O 3.59 -0.65 -1.58 -0.43
O -3.12 1.28 -2.09 -0.70
N -4.67 1.04 -0.45 -0.12
N 0.94 1.60 -1.31 -1.06
N 1.10 -0.13 0.03 1.07
N 0.24 1.88 -0.21 -0.55
N -2.58 1.93 0.01 -0.18
C 2.38 -0.20 -2.17 -1.29
C 6.32 0.53 0.49 -0.53
C -0.95 -2.28 1.23 0.27
C 4.26 1.64 -1.02 -0.40
C -1.77 -2.67 -0.81 0.09
C -1.40 2.34 2.07 -0.77
C -1.62 -3.65 1.39 -1.23
C 0.32 -2.49 0.39 0.24
C 6.18 1.91 0.42 -0.47
C -5.71 0.41 -1.25 0.15
C -3.48 1.39 -0.95 0.45
C 0.34 0.85 0.60 0.71
C 5.16 2.45 -0.33 -0.88
C 5.43 -0.27 -0.18 0.51
C -7.02 1.16 -1.08 -1.48
C -5.85 -1.06 -0.85 -1.10
C 1.46 0.42 -1.17 0.92
C -1.92 -1.60 0.26 -0.49
C -0.25 -2.64 -1.04 -1.47
C -2.69 1.94 1.36 0.74
C 1.46 -1.46 0.51 -1.06
C 2.05 -1.38 1.91 -1.88
C -2.12 -3.95 -0.04 -1.05
C 4.39 0.26 -0.95 0.76
H 1.31 -1.07 2.64 0.48
H 7.11 0.08 1.07 0.46
H -0.78 -1.78 2.18 0.84
H 2.87 -0.66 1.93 0.41
H 2.25 -1.80 -0.17 0.60
H 2.56 0.53 -2.96 0.42
H -4.83 1.13 0.55 0.39
H -7.34 1.12 -0.04 0.34
H -1.62 2.62 3.09 0.47
H -5.37 0.47 -2.29 0.38
H -1.60 -0.62 -0.09 -0.76
H -6.13 -1.14 0.20 0.32
H -7.79 0.73 -1.70 0.41
H 1.95 -1.10 -2.62 0.36
H -6.62 -1.54 -1.45 0.45
H -3.20 -4.12 -0.05 0.37
H -6.89 2.21 -1.36 0.38
H -4.92 -1.59 -1.00 0.04
H 6.87 2.55 0.95 0.39
H -1.67 2.19 -0.40 0.36
H -2.92 -1.52 0.67 0.42
H 2.44 -2.35 2.20 0.43
H -1.64 -4.83 -0.47 0.41
H 0.12 -3.53 -1.54 0.45
H -0.01 -1.77 -1.65 0.05
H 0.79 -3.43 0.70 0.94
H 3.47 2.09 -1.59 0.40
H -2.45 -3.59 2.09 0.40
H -0.84 3.10 1.54 0.37
H 5.04 3.52 -0.39 0.41
H -2.34 -2.53 -1.72 0.60
H -0.93 -4.41 1.76 0.44


Entry 6:
65
Properties=species:S:1:pos:R:3:mulliken_spin:R:1 method="wB97M-V/def2-TZVPD" homo_ev="-13.8 / -15.1" total_charge=+2 e_above_lowest_kj_mol=29.15 fmax_ev_per_a=0.23 multiplicity=5
Ir 0.15 1.31 -0.80 2.36
S -2.39 2.01 0.43 0.01
P -1.15 -0.89 0.87 0.45
O -3.20 3.17 0.27 0.02
O 2.07 0.25 -1.51 0.07
O -2.14 1.21 -0.81 0.12
O -1.03 2.25 1.01 0.11
N -0.18 2.91 -2.34 0.14
N 1.52 2.93 -0.03 0.12
C -0.54 -2.60 -1.16 0.03
C -4.21 -0.75 3.52 0.01
C 0.62 -0.08 2.77 0.05
C 2.27 -2.32 2.51 -0.02
C -1.51 -2.24 -0.21 0.01
C 4.43 0.44 -0.83 0.01
C 1.25 4.17 -0.81 0.01
C 1.76 -0.19 3.54 -0.03
C 2.19 -0.45 -2.77 -0.02
C 0.30 -1.11 1.86 0.08
C 2.59 -1.30 3.41 0.09
C -3.16 0.91 1.57 -0.01
C -2.98 -3.94 -1.06 -0.01
C -2.56 -0.33 1.83 0.06
C -2.75 -2.90 -0.18 0.05
C -4.81 0.46 3.24 0.00
C -3.07 -1.15 2.82 0.04
C 1.02 -0.09 -3.65 0.06
C -4.29 1.31 2.27 0.01
C 3.06 -0.13 -0.53 0.02
C -2.01 -4.30 -1.99 0.05
C 1.14 -2.22 1.73 0.08
C -0.79 -3.63 -2.04 -0.02
C 0.98 3.83 -2.26 0.00
H -2.61 -2.10 3.05 0.01
H 1.84 3.32 -2.70 0.00
H 0.94 -0.80 -4.47 0.00
H 3.09 -1.22 -0.48 0.00
H 3.14 -0.17 -3.23 0.00
H 5.09 0.26 0.02 0.00
H -1.04 3.41 -2.12 0.00
H 1.26 3.09 0.94 0.00
H 0.08 -0.15 -3.09 -0.01
H -4.61 -1.40 4.29 0.00
H -2.21 -5.11 -2.68 0.00
H -4.73 2.27 2.06 0.00
H 0.40 -2.06 -1.20 0.04
H -3.51 -2.60 0.53 0.00
H 2.08 4.87 -0.73 0.00
H 2.01 0.59 4.25 0.00
H -3.93 -4.46 -1.04 0.00
H 2.68 0.23 0.43 0.00
H 0.37 4.64 -0.37 0.00
H 2.51 2.69 -0.05 -0.01
H 3.47 -1.39 4.02 0.00
H 4.38 1.51 -1.00 0.00
H 1.13 0.90 -4.08 0.01
H 0.81 4.75 -2.83 0.00
H -0.30 2.56 -3.29 0.00
H 0.87 -3.02 1.05 0.00
H -5.70 0.76 3.78 0.00
H 2.22 -1.52 -2.56 0.00
H 4.88 -0.03 -1.70 0.00
H 2.91 -3.19 2.43 0.00
H -0.03 0.78 2.86 0.01
H -0.05 -3.92 -2.77 0.00


Entry 7:
66
Properties=species:S:1:pos:R:3:mulliken_charge:R:1 method="wB97M-V/def2-TZVPD" homo_ev=-6.3 total_charge=0 e_above_lowest_kj_mol=0.00 fmax_ev_per_a=0.83
Te -1.38 5.76 0.03 -0.21
Te -0.53 2.69 -2.78 -0.19
Te 0.26 5.17 -2.17 -0.22
Te -3.07 3.69 0.14 -0.13
Zr -0.98 1.60 -0.03 -0.13
S -3.23 0.37 -0.49 -0.42
O -0.29 -0.15 -0.86 -0.67
O 0.82 2.68 0.33 0.43
N -1.73 -1.96 -0.56 -0.19
N -3.90 -2.07 -1.17 0.17
C 0.35 0.78 4.37 -1.79
C 2.95 1.81 -1.21 0.11
C 5.22 2.14 -1.92 -0.44
C 4.03 1.42 -1.98 -1.02
C 3.00 -2.65 -0.46 -0.88
C 1.53 -4.45 0.16 -0.73
C 0.62 -2.30 -0.43 0.20
C -0.55 -1.40 -0.61 0.12
C -5.26 -1.58 -1.38 -1.02
C 0.44 -3.62 -0.03 -0.28
C -3.88 -4.35 -0.21 -1.13
C -2.90 -1.30 -0.76 0.45
C 1.30 0.01 2.19 -0.80
C -5.47 -1.05 -2.79 -0.99
C -3.69 -3.50 -1.46 -0.63
C 0.49 1.11 2.88 1.61
C 3.04 2.92 -0.38 0.49
C 4.23 3.65 -0.33 -0.46
C -0.88 1.32 2.22 -1.28
C 1.91 -1.82 -0.64 0.23
C 2.82 -3.96 -0.06 -0.35
C 5.32 3.26 -1.10 -0.86
C 1.88 3.33 0.41 1.06
C 1.92 4.49 1.35 -1.79
H -3.76 -5.41 -0.46 0.35
H -1.42 2.12 2.71 0.56
H 1.54 0.25 1.15 -0.19
H -4.87 -4.21 0.22 0.39
H -4.42 -3.77 -2.22 0.43
H -3.13 -4.08 0.54 0.25
H -5.93 -2.42 -1.18 0.37
H -0.57 -3.98 0.13 0.44
H -1.49 0.41 2.39 0.46
H 3.67 -4.61 0.08 0.39
H -6.51 -0.73 -2.92 0.39
H -2.70 -3.64 -1.88 0.44
H 1.39 -5.47 0.48 0.42
H 4.00 -2.27 -0.64 0.46
H 1.33 0.68 4.85 0.43
H 4.31 4.54 0.29 0.43
H 2.24 -0.19 2.70 0.49
H 2.02 1.27 -1.28 0.51
H 1.04 4.47 1.98 0.34
H 1.92 5.42 0.78 0.48
H 3.95 0.56 -2.63 0.51
H -5.26 -1.81 -3.53 0.32
H -0.21 1.56 4.88 0.41
H 6.06 1.84 -2.52 0.40
H 2.82 4.46 1.96 0.47
H -4.83 -0.19 -2.97 0.27
H -0.19 -0.16 4.49 0.38
H 0.73 -0.93 2.18 0.31
H -5.47 -0.81 -0.64 0.56
H 6.24 3.83 -1.06 0.41
H 2.05 -0.79 -0.95 0.24
H 1.05 2.05 2.80 -0.37